[1]
Formula: C19H54Ag2N3O7
Source: the OMol25 dataset
Level of theory: wB97M-V/def2-TZVPD

- HOMO-LUMO gap (alpha / beta): 7.03 / 3.57 eV
- E_LUMO (alpha / beta): -11.75 / -15.20 eV
- Highest occupied orbital energy (alpha / beta): -18.78 / -18.78 eV

```
! wB97M-V def2-TZVPD RIJCOSX def2/J DEFGRID3
* xyz 4 4
Ag 10.0716 12.0603 -6.2855
Ag 12.7025 12.3296 -9.3261
C 9.4768 11.3479 -9.4508
O 10.5320 11.6432 -8.5387
H 8.6596 12.0391 -9.2444
H 9.7405 11.6165 -10.4738
H 9.1483 10.3146 -9.3392
C 11.9840 8.2892 -6.7944
C 11.1324 7.2167 -7.5010
C 10.5824 6.2193 -6.4947
O 11.7024 5.4318 -6.0439
C 11.3808 4.8183 -4.8239
N 10.0447 7.9225 -8.1206
H 11.4385 8.7825 -5.9900
H 12.3592 9.0600 -7.4677
H 12.8637 7.7687 -6.4158
H 11.7441 6.6613 -8.2119
H 9.8778 5.5496 -6.9876
H 10.0331 6.7090 -5.6906
H 10.4898 4.1936 -4.7606
H 11.3987 5.4840 -3.9609
H 12.2352 4.1435 -4.7718
H 10.5108 8.4009 -8.8783
H 9.8300 8.6859 -7.4952
C 7.6990 14.8890 -10.0533
C 6.2208 14.4269 -9.7531
C 5.4260 14.2804 -11.0694
O 4.2031 13.5545 -10.8548
C 3.5860 13.2101 -12.0732
N 6.2974 13.2004 -8.9936
H 8.3092 14.1615 -10.5885
H 8.1684 14.9880 -9.0746
H 7.7749 15.8027 -10.6428
H 5.7513 15.2119 -9.1603
H 6.0945 13.7742 -11.7658
H 5.1898 15.2894 -11.4072
H 2.6929 12.6424 -11.8117
H 4.2515 12.5375 -12.6144
H 3.3192 14.0628 -12.6976
H 6.5881 12.3820 -9.5092
H 5.3886 12.8786 -8.6925
C 10.7454 16.4667 -9.0969
C 11.0640 15.0312 -9.4293
C 11.6630 14.9370 -10.8653
O 11.9987 13.6160 -11.1878
C 12.5177 13.5960 -12.5879
N 12.1675 14.4966 -8.5915
H 11.5778 17.1705 -9.0979
H 10.3577 16.4842 -8.0783
H 10.0850 16.9436 -9.8211
H 10.1546 14.4489 -9.2806
H 12.5493 15.5679 -10.9318
H 10.9604 15.2781 -11.6256
H 12.5284 12.5912 -13.0104
H 13.4700 14.1200 -12.6699
H 11.8290 14.0698 -13.2873
H 11.7820 14.4933 -7.6580
H 12.8374 15.2470 -8.5001
C 6.2742 13.6206 -5.3610
C 7.5945 14.1034 -5.7984
O 8.0825 13.1803 -6.7597
H 5.7938 14.4591 -4.8567
H 6.4050 12.7315 -4.7441
H 5.7155 13.4131 -6.2736
H 8.3024 14.2112 -4.9766
H 7.4105 15.0387 -6.3270
H 7.5997 13.2161 -7.5887
C 9.2411 11.7731 -14.3666
C 9.1118 12.9605 -13.4289
O 9.5603 14.1688 -14.0717
H 8.8065 10.8430 -14.0003
H 10.2852 11.4612 -14.3933
H 8.8204 11.9675 -15.3532
H 9.7245 12.9168 -12.5285
H 8.1040 13.0437 -13.0221
H 8.8680 14.8088 -13.8909
C 6.4250 10.2400 -12.7041
C 7.2808 9.3827 -11.7484
O 6.8687 8.0328 -11.9729
H 6.5314 9.8818 -13.7281
H 6.8752 11.2242 -12.5743
H 5.3798 10.3265 -12.4071
H 7.1315 9.6247 -10.6962
H 8.3350 9.5017 -11.9986
H 7.4253 7.4640 -11.4359
*
```

=====

[2]
Formula: C25H33N7OS6V
Source: the OMol25 dataset
Level of theory: wB97M-V/def2-TZVPD

- HOMO-LUMO gap (alpha / beta): 7.08 / 7.36 eV
- E_LUMO (alpha / beta): 0.25 / 0.25 eV
- Highest occupied orbital energy (alpha / beta): -6.83 / -7.11 eV

```
! wB97M-V def2-TZVPD RIJCOSX def2/J DEFGRID3
* xyz 0 4
V -0.0867 0.6388 0.4438
O 0.1293 2.6592 0.9388
N -0.8376 3.5153 0.6060
C -0.7841 4.7364 1.1861
C -1.7027 5.7031 0.9047
C -2.7217 5.4029 -0.0092
C -2.7660 4.1604 -0.5772
C -1.8120 3.1659 -0.2708
S -1.8678 1.6024 -0.9576
H 0.0342 4.8552 1.8798
H -1.6295 6.6648 1.3890
H -3.4701 6.1424 -0.2590
H -3.5397 3.8869 -1.2800
C -3.4073 -0.0316 1.8311
S -1.9340 0.8426 2.3758
C -1.5151 -0.1730 3.8009
H -4.2106 0.0980 2.5544
H -3.1754 -1.0854 1.6870
H -3.6972 0.4052 0.8768
H -1.4139 -1.2135 3.4921
H -2.2758 -0.0783 4.5739
H -0.5557 0.1747 4.1781
S -4.2301 -2.7490 -3.8874
C -3.2080 -2.9091 -2.5889
S -2.4674 -1.5028 -1.8805
C -1.6912 -2.4881 -0.6720
N -1.9516 -3.7417 -0.8030
N -2.8033 -3.9853 -1.8668
C -3.1422 -5.3638 -2.0400
C -2.8590 -6.2417 -0.9925
C -3.1614 -7.5857 -1.1161
C -3.7440 -8.0792 -2.2752
C -4.0161 -7.2040 -3.3118
C -3.7208 -5.8513 -3.2066
S -0.6154 -1.8575 0.5321
H -2.4023 -5.8648 -0.0915
H -2.9374 -8.2513 -0.2925
H -3.9797 -9.1313 -2.3668
H -4.4659 -7.5671 -4.2268
H -3.9388 -5.1869 -4.0245
C 3.1420 3.5376 1.7764
N 2.7743 2.3136 2.4794
C 1.8146 2.5230 3.5561
C 2.8926 1.0921 1.9108
S 1.7244 -0.1236 2.1813
N 3.9857 0.8531 1.1668
C 5.2456 1.5573 1.3600
C 4.1076 -0.3505 0.3553
H 2.2336 4.1166 1.5978
H 3.5851 3.3131 0.8121
H 3.8390 4.1380 2.3646
H 2.0966 3.4424 4.0702
H 1.8579 1.6959 4.2595
H 0.7996 2.6131 3.1638
H 5.2181 2.1447 2.2736
H 5.4817 2.2076 0.5150
H 6.0392 0.8145 1.4514
H 3.1277 -0.7176 0.0749
H 4.6263 -1.1351 0.9120
H 4.6798 -0.1026 -0.5399
N 1.3234 -1.3262 -1.9629
C 1.8108 -0.0784 -2.0924
C 2.7093 0.2225 -3.1412
C 3.2117 1.4881 -3.2585
C 2.8188 2.4651 -2.3379
C 1.9303 2.0984 -1.3588
N 1.4245 0.8588 -1.2070
H 1.6656 -2.0519 -2.5660
H 0.7852 -1.5893 -1.1380
H 2.9813 -0.5587 -3.8384
H 3.8988 1.7273 -4.0603
H 3.1735 3.4836 -2.3990
H 1.5693 2.8158 -0.6342
*
```

=====

[3]
Formula: C5H8OS2
Source: the OMol25 dataset
Level of theory: wB97M-V/def2-TZVPD

- ΔE to the lowest compared entry with this formula, charge and spin: 95.3 kcal per mole
- HOMO-LUMO gap: 8.48 eV
- E_LUMO: -0.15 eV
- Structure (SMILES): C=CO[C@H](C)C(=S)S
- Highest occupied orbital energy: -8.63 eV

```
! wB97M-V def2-TZVPD RIJCOSX def2/J DEFGRID3
* xyz 0 1
C -2.3709 1.0667 0.4030
C -2.2381 0.3428 -0.7133
O -1.0195 0.2531 -1.3848
C -0.0681 0.8392 -0.6180
C 1.0871 0.8012 -1.5286
C 0.5270 -0.3136 0.3590
S 0.1424 -1.9148 0.2764
S 1.6941 0.2643 1.4460
H -3.3884 1.0534 1.0262
H -1.6403 1.6236 1.0507
H -3.1495 0.0168 -1.3078
H -0.6635 1.7105 -0.0365
H 1.1959 1.5255 -2.3850
H 2.2044 0.5910 -1.0881
H 1.0441 -0.1115 -2.0662
H 1.5464 1.5564 0.9135
*
```

=====

[4]
Formula: C23H52MoO4P4
Source: the OMol25 dataset
Level of theory: wB97M-V/def2-TZVPD

- HOMO-LUMO gap (alpha / beta): 3.38 / 2.86 eV
- E_LUMO (alpha / beta): -15.74 / -16.46 eV
- Highest occupied orbital energy (alpha / beta): -19.11 / -19.32 eV

```
! wB97M-V def2-TZVPD RIJCOSX def2/J DEFGRID3
* xyz 4 3
Mo 0.6643 0.7821 -0.1950
P 2.4579 1.0994 1.3215
P -0.2604 2.5223 -1.3536
P 2.0235 -0.0013 -1.9735
H 0.1527 -3.5835 0.1070
C 0.9732 -4.1898 0.5151
C 1.6373 -3.7805 1.6051
H 1.3022 -2.8608 2.0991
C 1.9442 1.0568 3.0777
C 3.5290 2.5900 1.3028
C 3.7278 -0.2268 1.3367
C -1.8498 1.8690 -1.9749
C -0.8030 4.0180 -0.4589
C 0.5090 3.2179 -2.8508
C 2.4324 -1.7392 -1.5991
C 3.6380 0.7888 -2.3290
C 1.2759 -0.1580 -3.6311
H 1.2021 -5.1217 -0.0115
H 2.5070 -4.2975 2.0296
H 1.6424 0.0369 3.3491
H 1.0932 1.7275 3.2474
H 2.7967 1.3688 3.6971
H 2.9045 3.4857 1.4040
H 4.0898 2.6433 0.3624
H 4.2182 2.5253 2.1545
H 3.2560 -1.2045 1.5081
H 4.4297 -0.0199 2.1601
H 4.2916 -0.2547 0.3949
H -1.6755 1.1528 -2.7862
H -2.4358 2.7160 -2.3561
H -2.4045 1.3617 -1.1722
H -0.4382 4.9010 -0.9975
H -0.3904 4.0188 0.5558
H -1.8990 4.0406 -0.4018
H 0.0868 4.2217 -2.9973
H 0.2851 2.6019 -3.7321
H 1.5970 3.3051 -2.7313
H 2.9012 -2.1830 -2.4886
H 1.5136 -2.2898 -1.3590
H 3.1147 -1.8190 -0.7440
H 4.1991 0.1278 -3.0053
H 4.2227 0.9518 -1.4144
H 3.4706 1.7547 -2.8237
H 1.8514 -0.9162 -4.1829
H 1.3197 0.7964 -4.1716
H 0.2324 -0.4953 -3.5527
C -1.3234 -2.2818 -2.3789
C -2.4446 -1.5058 -2.8537
C -2.7347 -1.4627 -4.2030
C -2.0350 -2.2740 -5.1043
C -1.0343 -3.1472 -4.6512
C -0.7081 -3.1975 -3.3097
O -0.8361 -2.0827 -1.2136
H 1.2270 2.2736 0.1532
H -2.9923 -0.9205 -2.1208
H -3.5290 -0.8000 -4.5568
H -2.2680 -2.2413 -6.1702
H -0.5097 -3.7960 -5.3539
H 0.0685 -3.8474 -2.9162
C -2.2316 3.2702 3.8713
C -2.4363 2.3561 2.6857
O -1.2162 1.5798 2.5240
P -1.0341 0.3497 1.4215
O -0.7691 -0.9218 2.4450
C -1.4085 -1.1261 3.7532
C -0.3751 -1.6649 4.7095
O -2.5517 0.1110 0.8662
C -3.5041 -0.9496 1.2046
C -2.9846 -2.3331 0.9610
H -1.9881 2.6986 4.7733
H -3.1553 3.8209 4.0601
H -1.4332 3.9987 3.6927
H -2.6371 2.9292 1.7680
H -3.2736 1.6656 2.8693
H -1.8327 -0.1778 4.1180
H -2.2365 -1.8346 3.6087
H 0.3762 -0.9004 4.9375
H -0.8669 -1.9424 5.6465
H 0.1208 -2.5513 4.2987
H -3.8029 -0.7976 2.2502
H -4.3774 -0.7519 0.5719
H -2.3552 -2.6725 1.7857
H -3.8374 -3.0172 0.8901
H -2.4059 -2.3958 0.0328
*
```